(1)
Formula: C4H15NO3
Source: the OMol25 dataset
Level of theory: the ωB97M-V functional and the def2-TZVPD basis

charge: +1
HOMO-LUMO gap (spin up / spin down): 7.3063 / 7.2305 eV
spin multiplicity: 2
LUMO level (spin up / spin down): -7.3 / -7.9 eV
HOMO level (spin up / spin down): -0.5360 / -0.5544 Eh

Element x y z (Å)
C: -1.191 -1.962 -1.709
C: -1.856 -1.335 -0.433
N: -1.422 0.023 -0.239
C: -0.290 0.265 0.638
C: -0.727 1.107 1.842
H: -0.636 -2.820 -1.508
H: -1.794 -2.025 -2.580
H: -2.951 -1.112 -0.492
H: -1.277 0.504 -1.125
H: 0.161 -0.700 1.029
H: 0.486 0.666 0.052
H: -1.175 0.367 2.568
H: 0.103 1.563 2.232
H: -1.508 1.781 1.451
H: 1.941 -0.604 -1.481
H: 0.424 -1.147 -1.876
O: 1.258 -0.706 -2.242
H: 1.568 3.061 0.418
H: 2.383 1.677 0.877
O: 1.877 2.634 1.212
H: -1.764 -1.852 0.585
H: 3.638 0.264 0.137
O: 2.756 0.354 0.645

Forces on atoms 1 to 2 (eV/Å):
-2.2 0.7 2.0
-1.3 0.2 1.3

Atom charges from the natural (NBO) analysis, given in e for atoms 1 to 8: C -0.2693; C -0.3505; N -0.1019; C -0.2827; C -0.5860; H 0.2143; H 0.2198; H 0.2791



(2)
Formula: C4H15NO3
Source: the OMol25 dataset
Level of theory: the ωB97M-V functional and the def2-TZVPD basis

charge: +1
HOMO-LUMO gap (spin up / spin down): 11.4824 / 5.5736 eV
spin multiplicity: 2
LUMO level (spin up / spin down): -3.3 / -9.2 eV
HOMO level (spin up / spin down): -0.5434 / -0.5434 Eh

Element x y z (Å)
C: 0.017 0.635 0.464
N: 0.797 -0.453 -0.227
C: 2.048 -0.710 0.415
O: 2.580 -1.887 -0.178
C: -1.344 0.660 -0.240
C: -2.218 -0.526 0.167
H: 0.584 1.558 0.310
H: 0.196 0.435 1.541
H: 0.227 -1.388 -0.225
H: 2.765 0.125 0.398
H: 2.205 -1.113 1.465
H: 2.601 -1.921 -1.141
H: -2.022 1.533 -0.067
H: -1.191 0.572 -1.369
H: -2.545 -0.500 1.201
H: -1.701 -1.536 -0.046
H: -3.154 -0.550 -0.424
H: -1.218 2.945 2.708
H: -0.652 3.883 1.673
O: -0.606 3.692 2.616
H: 0.413 -1.537 -3.545
H: 1.149 -1.768 -2.306
O: 1.069 -2.151 -3.189

Forces on atoms 1 to 2 (eV/Å):
0.6 0.4 -2.2
-1.5 -1.1 5.1

Atom charges from the natural (NBO) analysis, given in e for atoms 1 to 8: C -0.2721; N -0.1788; C -0.0220; O -0.6892; C -0.4463; C -0.6095; H 0.2614; H 0.2788



(3)
Formula: C4H15NO6
Source: the OMol25 dataset
Level of theory: the ωB97M-V functional and the def2-TZVPD basis

HOMO-LUMO gap: 10.2913 eV
LUMO level: 0.6 eV
HOMO level: -0.3576 Eh

Element x y z (Å)
C: 0.793 0.672 -0.477
C: 0.205 -0.431 0.385
O: 0.593 -1.744 -0.139
C: 0.525 -0.359 1.875
N: 1.924 -0.204 2.149
C: -0.271 0.779 2.610
O: 0.291 1.623 3.249
O: -1.582 0.553 2.598
H: 1.083 0.395 -1.487
H: 1.774 0.890 -0.023
H: 0.177 1.553 -0.601
H: -0.852 -0.593 0.116
H: 1.430 -2.043 0.262
H: 0.111 -1.307 2.242
H: 2.254 -0.484 3.058
H: 2.252 0.712 1.899
H: -2.027 1.276 3.055
O: -0.883 -0.312 -3.876
H: -0.500 0.187 -4.588
H: -0.112 -0.620 -3.367
O: 1.279 -1.704 -2.789
H: 1.285 -2.567 -3.195
H: 0.447 -1.790 -2.305
O: -2.680 1.462 -2.852
H: -2.419 2.116 -3.492
H: -2.330 0.598 -3.134

Forces on atoms 1 to 2 (eV/Å):
1.4 0.1 0.5
-0.7 -1.5 -2.2

Atom charges from the natural (NBO) analysis, given in e for atoms 1 to 8: C -0.6574; C 0.0895; O -0.7578; C -0.1841; N -0.8458; C 0.7755; O -0.5916; O -0.6745



(4)
Formula: C4H15NO7
Source: the OMol25 dataset
Level of theory: the ωB97M-V functional and the def2-TZVPD basis

charge: -2
HOMO-LUMO gap: 8.4481 eV
LUMO level: 6.3 eV
HOMO level: -0.0789 Eh

Element x y z (Å)
O: 2.260 1.549 1.022
C: 1.146 0.932 1.046
O: 0.820 0.166 1.970
C: 0.373 0.845 -0.263
C: 1.199 -0.137 -1.150
C: 0.976 -1.635 -0.893
O: -0.269 -2.116 -1.341
N: 0.343 2.102 -1.034
H: -0.645 0.436 -0.188
H: 2.253 0.115 -1.025
H: 0.940 0.055 -2.238
H: 1.818 -2.124 -1.432
H: 1.039 -1.831 0.205
H: 1.164 2.702 -0.801
H: -0.456 2.682 -0.729
H: 2.124 0.509 2.731
H: 3.534 0.953 2.411
O: 3.048 0.713 3.189
H: -2.385 1.291 -1.058
H: -3.304 0.095 -0.805
O: -3.368 1.001 -1.263
H: -1.394 -1.119 1.975
H: -2.390 -1.467 0.919
O: -2.345 -1.377 1.878
H: -1.106 -1.633 -0.935
H: -2.871 -1.472 -1.517
O: -2.503 -1.233 -0.673

Forces on atoms 1 to 2 (eV/Å):
-1.5 0.7 -1.3
1.8 -0.1 -0.9

Atom charges from the natural (NBO) analysis, given in e for atoms 1 to 8: O -0.8174; C 0.7494; O -0.7522; C -0.1766; C -0.4095; C -0.0583; O -0.8229; N -0.8566



(5)
Formula: C4H16Br2CdN8O4
Source: the OMol25 dataset
Level of theory: the ωB97M-V functional and the def2-TZVPD basis

HOMO-LUMO gap: 7.0767 eV
LUMO level: 0.0 eV
HOMO level: -0.2590 Eh

Element x y z (Å)
Cd: -0.550 0.411 -1.437
Br: -0.675 -1.169 -3.448
Br: -1.214 2.754 -2.434
C: 0.534 -2.262 0.443
O: 0.146 -1.325 -0.234
N: 1.365 -2.151 1.530
N: 0.160 -3.551 0.146
H: 1.874 -1.288 1.604
H: 1.803 -2.969 1.909
H: -0.553 -3.666 -0.551
H: 0.493 -4.304 0.714
C: 0.052 2.075 1.566
O: -0.435 1.332 0.718
N: 0.338 3.353 1.253
N: 0.213 1.697 2.865
H: 0.091 3.622 0.307
H: 0.936 3.995 1.739
H: 0.594 2.371 3.505
H: 0.159 0.746 3.175
C: 2.743 0.729 -1.696
O: 1.532 0.880 -1.614
N: 3.364 0.664 -2.907
N: 3.579 0.750 -0.612
H: 4.339 0.472 -2.992
H: 2.677 0.643 -3.648
H: 3.188 0.921 0.295
H: 4.574 0.697 -0.695
C: -3.480 -0.548 -0.122
O: -2.405 -0.200 -0.600
N: -4.267 0.320 0.565
N: -3.961 -1.803 -0.294
H: -5.173 0.072 0.911
H: -3.960 1.277 0.592
H: -4.624 -2.146 0.375
H: -3.458 -2.398 -0.928

Forces on atoms 1 to 2 (eV/Å):
-0.6 1.0 -1.3
0.0 -0.6 -0.5

Atom charges from the natural (NBO) analysis, given in e for atoms 1 to 8: Cd 1.6538; Br -0.8684; Br -0.8663; C 0.8036; O -0.6960; N -0.8450; N -0.8375; H 0.3985



(6)
Formula: C4H16Br2N6O4V
Source: the OMol25 dataset
Level of theory: the ωB97M-V functional and the def2-TZVPD basis

HOMO-LUMO gap (spin up / spin down): 7.1409 / 8.2392 eV
spin multiplicity: 4
LUMO level (spin up / spin down): 0.5 / 0.5 eV
HOMO level (spin up / spin down): -0.2451 / -0.2856 Eh

Element x y z (Å)
V: -0.216 0.360 0.542
Br: -0.186 1.374 2.889
Br: 0.254 -0.842 -2.071
C: -0.590 3.320 -0.807
O: 0.350 2.284 -0.504
H: -0.140 4.294 -0.595
H: -0.922 3.263 -1.842
H: -1.411 3.191 -0.110
H: 1.124 2.360 -1.062
C: -0.421 -2.737 1.440
O: -0.820 -1.592 1.239
N: 0.038 -3.510 0.416
N: -0.388 -3.260 2.696
H: 0.294 -4.461 0.603
H: 0.278 -3.058 -0.456
H: -0.149 -4.221 2.851
H: -0.773 -2.707 3.441
C: 3.204 0.057 0.561
O: 1.992 -0.066 0.620
N: 3.835 0.803 -0.392
N: 4.011 -0.624 1.434
H: 3.336 1.251 -1.133
H: 4.838 0.824 -0.399
H: 3.524 -1.267 2.029
H: 4.994 -0.452 1.515
C: -2.952 0.673 -1.222
O: -2.250 0.678 -0.208
N: -3.698 1.773 -1.556
N: -3.040 -0.412 -2.024
H: -4.350 1.731 -2.318
H: -3.909 2.407 -0.807
H: -2.336 -1.117 -1.875
H: -3.524 -0.317 -2.897

Forces on atoms 1 to 2 (eV/Å):
0.4 -0.5 -1.0
-0.1 0.0 -0.1

Atom charges from the natural (NBO) analysis, given in e for atoms 1 to 8: V 1.0620; Br -0.6665; Br -0.7738; C -0.2418; O -0.7173; H 0.1759; H 0.1790; H 0.2067



(7)
Formula: C4H16CdN10O10
Source: the OMol25 dataset
Level of theory: the ωB97M-V functional and the def2-TZVPD basis

HOMO-LUMO gap: 2.4607 eV
LUMO level: -5.5 eV
HOMO level: -0.2937 Eh

Element x y z (Å)
Cd: -0.562 0.003 0.643
N: -2.227 -2.396 4.945
O: -2.164 -2.070 3.787
O: -1.391 -2.044 5.746
O: -3.274 -2.984 5.306
N: 0.511 4.275 3.303
O: -0.078 3.211 2.992
O: 0.209 4.918 4.265
O: 1.487 4.630 2.631
C: 1.954 3.265 -3.005
O: 1.378 2.593 -2.200
N: 3.018 3.987 -2.656
N: 1.841 3.158 -4.301
H: 3.113 4.065 -1.654
H: 3.530 4.650 -3.220
H: 2.444 3.735 -4.870
H: 1.043 2.686 -4.703
C: 0.549 -3.635 -3.026
O: 0.045 -2.753 -2.398
N: 0.935 -3.495 -4.267
N: 1.000 -4.819 -2.644
H: 0.648 -2.691 -4.807
H: 1.329 -4.231 -4.835
H: 0.812 -5.119 -1.698
H: 1.490 -5.394 -3.314
C: 3.829 -1.991 3.175
O: 2.994 -1.424 2.450
N: 3.730 -2.193 4.449
N: 4.929 -2.442 2.712
H: 4.564 -2.576 4.871
H: 2.820 -2.156 4.885
H: 5.682 -2.600 3.365
H: 5.064 -2.147 1.755
C: -5.900 1.624 -0.757
O: -4.729 1.359 -0.375
N: -6.333 2.807 -1.128
N: -6.859 0.789 -0.906
H: -7.314 2.969 -1.308
H: -5.622 3.474 -1.391
H: -7.747 1.111 -1.266
H: -6.750 -0.150 -0.551

Forces on atoms 1 to 2 (eV/Å):
0.1 0.2 0.4
-2.3 -0.1 2.1

Atom charges from the natural (NBO) analysis, given in e for atoms 1 to 8: Cd 0.9010; N 0.7098; O -0.3808; O -0.3896; O -0.4000; N 0.7075; O -0.3951; O -0.3543



(8)
Formula: C4H16FN8O4Ti
Source: the OMol25 dataset
Level of theory: the ωB97M-V functional and the def2-TZVPD basis

HOMO-LUMO gap (spin up / spin down): 3.0114 / 9.5124 eV
spin multiplicity: 4
LUMO level (spin up / spin down): 0.3 / 0.2 eV
HOMO level (spin up / spin down): -0.1003 / -0.3436 Eh

Element x y z (Å)
Ti: -0.607 0.740 0.014
F: -1.548 2.786 0.771
C: 1.698 -1.630 1.346
O: 0.651 -1.005 1.481
N: 2.907 -1.031 1.548
N: 1.709 -2.984 1.229
H: 3.740 -1.459 1.181
H: 2.915 -0.028 1.623
H: 2.538 -3.521 1.045
H: 0.846 -3.493 1.235
C: 1.836 2.634 0.524
O: 1.550 1.593 -0.089
N: 3.097 2.823 1.024
N: 0.885 3.548 0.829
H: 3.314 3.685 1.485
H: 3.790 2.183 0.685
H: 1.140 4.264 1.488
H: -0.123 3.302 0.791
C: -0.179 -1.637 -1.636
O: -0.529 -0.482 -1.888
N: -0.931 -2.498 -0.905
N: 1.077 -2.081 -1.955
H: -0.708 -3.466 -0.773
H: -1.816 -2.184 -0.531
H: 1.527 -1.478 -2.622
H: 1.336 -3.027 -1.756
C: -3.535 0.313 -0.422
O: -2.681 -0.338 0.218
N: -4.274 -0.313 -1.390
N: -3.694 1.638 -0.283
H: -4.508 0.157 -2.244
H: -4.151 -1.308 -1.379
H: -2.945 2.160 0.233
H: -4.331 2.136 -0.877

Forces on atoms 1 to 2 (eV/Å):
-0.2 1.0 0.7
0.1 -0.9 -0.3

Atom charges from the natural (NBO) analysis, given in e for atoms 1 to 8: Ti 0.7796; F -0.8085; C 0.7887; O -0.6746; N -0.8306; N -0.8463; H 0.3766; H 0.4165



For each record above, in turn, the calculated calculated total energy values are -12008.9765; -12013.0341; -18166.3020; -20214.3918; -169174.2580; -187317.7851; -44334.8667; -50354.4972 eV.